Entry 1:
The following is a DFT calculation (wB97M-V/def2-TZVPD) of a structure of composition C20H42NP3RuSe.

DFT total energy = -118675.20299 eV
2S+1 = 6
total charge = +3
M = 569.5 g mol⁻¹
HOMO-LUMO gap (spin up / spin down) = 3.45 / 3.05 eV
LUMO energy (spin up / spin down) = -9.25 / -13.61 eV
expectation value of S² = 8.82

Each line ends with the Mulliken spin population.
Element x y z (Å)
N 1.0281 -0.2694 2.0364  -0.038
C -1.1798 3.1646 0.2843  -0.002
C 1.7117 -0.3047 2.9786  -0.008
C -1.5908 0.5440 -2.3799  0.039
H 2.8917 0.3845 6.1402  0.000
C 2.3731 -2.1739 -4.3706  0.649
H -0.8569 -0.0973 -2.8834  0.000
H -0.1049 3.6353 2.9981  0.000
H 1.2174 0.0274 5.6977  0.000
H 1.8827 0.5261 -1.6007  0.070
Ru -0.5175 -0.2312 0.7181  1.051
H 3.5344 0.3431 3.6689  0.000
H -3.9022 -1.7063 1.4245  0.000
H 3.0843 1.1046 -3.7142  0.041
H -1.0652 -0.3625 4.3136  -0.002
H -1.4535 4.1244 0.7414  -0.001
H -2.5080 1.3802 3.4371  0.000
H 1.9831 1.5508 5.1742  0.000
Se 0.6985 -2.0637 -0.5855  0.785
C -3.4279 -1.4560 2.3815  0.006
H -1.9053 -2.3881 -1.9808  -0.001
H -1.1116 1.4985 -2.1310  -0.009
C 2.6682 -0.2100 4.0545  -0.002
C 2.0073 -0.2142 -2.3937  0.314
H -4.4366 0.4755 -1.3280  0.000
H 4.3892 2.9250 -7.5215  0.028
H -3.7347 -0.4498 2.6908  -0.002
H -1.9304 2.9007 -0.4690  0.000
H -3.4258 1.6267 1.9257  -0.002
H 2.9962 -1.2278 4.2950  0.000
C -1.0440 -1.4129 3.9913  0.004
C -1.3466 -3.3655 1.9620  0.048
H 2.5378 -2.9463 -5.1203  0.035
P -1.6051 -1.5729 2.2554  -0.110
H 4.2773 0.4428 -7.6107  0.032
H -3.5765 1.6912 -0.3598  -0.001
H 5.9177 2.8193 -6.4608  0.027
C -2.5715 1.9742 2.5159  0.019
H -2.7701 3.0173 2.8030  -0.001
C 1.6471 -2.4820 -3.2245  0.405
H -3.6027 -1.8197 -2.0432  0.000
H 0.1653 2.0268 3.7015  -0.001
H 0.2581 0.9463 -0.0892  0.048
H 1.1812 2.5886 2.3496  0.002
H 1.2233 -3.4739 -3.0707  0.012
H -2.9629 -2.5696 -0.5525  -0.004
H -0.0142 -1.7870 4.0808  0.001
H 3.4638 -0.6434 -5.4417  0.028
C 5.1113 2.2999 -6.9873  0.454
H -1.6827 -1.9987 4.6677  -0.001
P -1.0000 1.8585 1.5548  0.012
H -1.8063 -3.9567 2.7671  0.006
C 0.1650 2.5960 2.7620  -0.002
C 1.4814 -1.5108 -2.2053  0.093
H -0.2697 -3.5736 1.9424  0.003
H -4.2249 0.2135 0.4141  0.000
C -3.7436 0.6143 -0.4856  0.001
C 2.8925 -0.8883 -4.5479  -0.137
P -2.1703 -0.2679 -0.8432  -0.009
C 2.1511 0.4782 5.3344  0.000
C 5.0460 0.9592 -7.0269  0.424
H -1.7849 -3.6674 1.0042  0.000
C -2.7141 -1.9211 -1.4016  0.012
H -2.4362 0.7331 -3.0565  0.001
H -3.7892 -2.1687 3.1374  -0.001
H 5.7967 0.3376 -6.5281  0.033
C 2.6947 0.0949 -3.5746  0.651
H -0.2099 3.2778 -0.2155  0.002



Entry 2:
The following is a DFT calculation (wB97M-V/def2-TZVPD) of a structure of composition C20H42NP3SYb.

DFT total energy = -93115.47948 eV
2S+1 = 2
total charge = +3
M = 594.6 g mol⁻¹
HOMO-LUMO gap (spin up / spin down) = 6.43 / 4.58 eV
LUMO energy (spin up / spin down) = -9.63 / -11.43 eV
expectation value of S² = 0.78

Each line ends with the natural charge from an NBO analysis.
Element x y z (Å)
H 0.6912 3.5490 2.6427  0.241
C 2.9389 0.5801 2.2196  -0.926
H -1.2188 -0.2865 -2.9784  0.209
C 1.1691 -2.4134 2.6524  0.600
H 2.0033 3.4558 -0.0083  0.231
H -0.3250 -3.1270 -7.5666  0.216
P 1.6049 1.5828 1.4862  0.711
H -1.7868 4.4047 -0.5973  0.306
H -3.6458 2.2347 0.2632  0.276
Yb 0.6349 -0.6024 -0.1931  1.406
C 1.6256 -3.3076 3.6815  -0.575
H -2.6840 2.1431 3.8562  0.262
H 2.5735 0.0978 3.1352  0.243
H 2.3876 3.2180 3.0613  0.266
H 1.6982 -1.8216 5.3490  0.224
H 0.2966 -2.8970 5.3996  0.233
H -0.0651 2.8492 -2.5631  0.279
H 0.3299 -4.5327 -6.5496  0.186
H -0.9374 -4.2542 -4.5878  0.264
H -1.8205 3.2860 -2.7433  0.274
H -3.7763 0.2187 3.2186  0.253
H 3.7738 1.2464 2.4715  0.266
H 3.0386 2.0577 -0.4123  0.244
H 1.1311 -4.2839 3.5473  0.304
H -1.4022 3.7824 1.0342  0.290
H 2.7122 -3.4642 3.5547  0.301
H -1.2474 2.9351 3.1536  0.236
H -0.0826 4.0263 -0.1870  0.278
H -1.1867 0.7344 -0.6870  -0.040
H 2.6280 -1.9758 -3.9282  0.265
P -1.4755 2.1219 -0.7887  1.327
P -1.5591 0.6441 2.3042  0.720
C 1.5617 -2.1439 -3.7523  -0.150
C -1.2507 -2.3302 -3.6670  -0.171
H 1.5582 -4.2456 -4.2019  0.267
C 1.3583 -2.8413 5.1250  -0.603
C 1.7273 -3.0045 -6.9837  -0.384
H -3.7847 0.1504 1.4211  0.228
H -3.0981 -1.2121 2.3671  0.247
H -1.7416 0.2854 4.7051  0.259
H 3.2962 -0.2006 1.5322  0.231
C -3.2747 2.0387 -0.7517  -0.957
C -0.9887 0.0266 3.9424  -0.914
H 2.5414 -3.5072 -6.4351  0.189
C -0.4641 -3.4136 -4.0820  -0.056
C 0.5065 -3.5563 -7.0138  -0.407
H -0.8713 -1.0631 3.8854  0.231
H -3.6343 1.0657 -1.1174  0.275
S 1.6396 0.2903 -2.6242  -0.030
H 1.9868 -2.1100 -7.5416  0.218
C 2.6179 2.6480 0.4099  -0.926
H 3.4253 3.0773 1.0168  0.260
C 0.9398 -3.3641 -3.9826  -0.176
H -3.5602 2.8430 -1.4425  0.279
H 1.8816 -3.4950 5.8347  0.268
C -0.6242 -1.1529 -3.2630  -0.261
C -3.2279 -0.1226 2.3266  -0.930
C -2.1129 2.3003 2.9312  -0.917
C 0.7887 -1.0495 -3.2664  -0.218
N 0.8748 -1.8233 1.6822  -0.651
H -1.2375 1.6256 -3.1752  0.266
H -2.3383 -2.4132 -3.6642  0.257
C 1.4087 2.7555 2.8793  -0.915
C -1.1277 3.7239 -0.0271  -0.923
H -2.7612 2.7950 2.1986  0.217
C -1.1023 2.4881 -2.5118  -0.954
H -0.0268 0.4902 4.2110  0.230
H 1.0902 2.2431 3.7951  0.250



Entry 3:
The following is a DFT calculation (wB97M-V/def2-TZVPD) of a structure of composition C20H43AlFN6O7S.

DFT total energy = -64851.01503 eV
total charge = -1
M = 557.6 g mol⁻¹
HOMO-LUMO gap = 7.24 eV
LUMO energy = 1.92 eV

Each line ends with the Löwdin charge.
Element x y z (Å)
H -2.6269 0.5905 8.3370  0.053
C -0.9404 -2.9454 -8.7017  -0.116
H -0.0896 -2.4250 -8.2564  0.077
H 0.6380 -2.3581 0.7294  0.119
H -3.2889 5.0123 5.4982  0.010
H -0.6818 0.6762 2.8729  0.061
H -0.8981 -6.0251 -8.1029  0.117
H 0.2269 -2.2220 -0.9741  0.101
H 1.5030 1.8727 1.9868  0.081
H 0.8294 -6.1433 -6.4015  0.120
H 5.6275 0.6250 0.7344  0.089
H -0.9355 -2.0884 -5.6649  0.069
H 0.6405 2.3413 4.4197  0.059
H 4.5630 -1.5882 -1.7505  0.119
C 5.2682 -0.2046 0.1197  -0.117
H 2.0527 -4.9388 -4.4886  0.118
C -3.7049 2.4453 2.7809  -0.420
C -0.5286 2.5341 4.2674  -0.304
H 2.2269 -3.1979 -4.6578  0.112
H -0.8544 0.2785 4.7527  0.099
H -3.1450 1.2171 6.8888  0.016
H 0.8765 -3.8272 -2.7052  0.111
H -3.4817 4.1094 7.1628  0.022
O 4.3999 0.3227 -0.8736  -0.200
O 0.2734 4.9734 7.8916  -0.101
N 1.0953 -4.0760 -6.1459  -0.057
C -0.3650 -5.0973 -7.8668  -0.206
H 4.1754 -0.2354 -2.8213  0.117
H 2.1378 -1.5258 -2.5458  0.103
H 2.4899 0.5289 1.4234  0.072
C -1.1515 1.7577 7.4765  -0.336
C 0.7395 -1.7118 -0.1502  -0.188
H -3.4615 5.4203 0.9557  0.133
H -0.1458 1.1525 7.4456  0.051
O 0.4429 0.2385 1.3665  -0.227
N -2.3066 0.7725 7.3406  -0.135
O -1.4932 6.8515 4.8995  -0.025
C 3.9834 -0.6602 -1.8297  -0.205
Al -1.2229 3.2719 6.0489  0.270
C 0.4004 -3.7867 -3.6930  -0.219
H 0.4146 -4.9623 -8.6266  0.120
C 1.5075 -4.0211 -4.7388  -0.194
H 2.6387 -1.1680 0.3238  0.069
H -0.5919 3.2896 3.3570  0.056
H -1.7782 -2.2458 -8.7622  0.090
H 0.0536 0.3194 -0.6862  0.112
C -3.1519 3.9606 6.0249  -0.221
C 1.5739 1.0888 1.2253  -0.081
H 1.6207 1.5668 0.2430  0.092
H 1.9619 0.0409 -1.7267  0.106
H -0.6913 -3.2753 -9.7152  0.086
S -3.0438 1.0601 3.8603  0.841
N -5.2463 3.8076 1.4882  -0.050
C -1.1698 1.0392 3.8945  -0.498
C -0.2601 6.3894 4.5941  -0.227
H -1.9788 -1.6401 -4.3204  0.092
H -0.5903 -5.3000 -5.7463  0.101
O -2.9480 3.6067 2.2810  -0.138
O -1.3380 -4.0454 -7.8953  -0.202
H 6.1327 -0.6949 -0.3391  0.084
C 0.0323 4.8390 6.5632  -0.260
H -1.8439 -3.3517 -4.7678  0.090
H -0.3566 -4.5778 -3.6906  0.110
H -1.2962 2.2805 8.5325  0.063
C -3.8571 4.4301 1.4694  -0.065
N 0.7042 5.7815 5.5892  0.062
H 4.7375 -0.9068 0.7663  0.077
H -3.9462 3.2037 5.5765  -0.010
F 0.1481 6.5085 3.1449  -0.063
C 0.2369 -5.2235 -6.4581  -0.207
C -1.2921 -2.4114 -4.6849  -0.093
H 1.4667 5.3047 5.0330  0.133
C 0.0185 -0.3841 0.1522  -0.196
H 0.5950 -3.2181 -6.3666  0.069
H -1.0430 -0.6200 0.2988  0.127
C 2.4752 -0.9246 -1.6942  -0.198
N -5.1330 2.6519 2.2546  -0.070
O -0.2038 -2.4942 -3.7733  -0.197
N 2.1742 -1.6390 -0.4492  -0.051